[1]
This record from the OMol25 dataset describes a molecular structure, C26H51FeN7O10Rb at a distorted geometry. The level of theory is the ωB97M-V functional and the def2-TZVPD basis.

```
96
Properties=species:S:1:pos:R:3
Fe -13.058 4.939 -19.287
Rb -14.716 2.160 -22.903
O -14.756 6.139 -18.568
C -15.855 5.717 -19.369
C -15.664 4.183 -19.891
O -14.462 3.781 -20.448
H -16.135 6.481 -20.094
H -16.698 5.854 -18.691
H -16.386 3.964 -20.677
H -15.948 3.418 -19.168
C -18.288 1.839 -24.547
O -17.297 2.589 -24.707
N -19.043 1.881 -23.464
C -18.895 2.939 -22.444
C -19.927 0.795 -23.102
H -18.741 1.078 -25.202
H -18.103 3.610 -22.779
H -18.399 2.621 -21.527
H -19.790 3.537 -22.276
H -19.633 -0.133 -23.592
H -20.002 0.684 -22.021
H -20.993 0.914 -23.294
C -18.423 4.740 -13.879
O -18.635 3.575 -14.143
N -17.594 5.516 -14.604
C -16.772 5.095 -15.687
C -17.208 6.874 -14.200
H -18.928 5.214 -13.024
H -16.744 4.021 -15.868
H -15.750 5.435 -15.518
H -17.296 5.468 -16.567
H -16.471 6.881 -13.397
H -17.078 7.506 -15.079
H -18.113 7.313 -13.781
C -11.065 -0.997 -20.436
O -11.067 -0.747 -21.635
N -11.862 -0.301 -19.556
C -11.865 -0.579 -18.092
C -12.839 0.672 -19.945
H -10.412 -1.675 -19.865
H -11.498 -1.596 -17.951
H -12.865 -0.457 -17.676
H -11.146 0.150 -17.719
H -13.151 1.407 -19.204
H -12.505 1.214 -20.830
H -13.706 0.048 -20.162
C -17.799 8.315 -22.824
O -17.323 9.163 -23.586
N -19.098 7.858 -22.937
C -19.513 6.752 -22.097
C -20.132 8.491 -23.833
H -17.294 7.876 -21.949
H -18.650 6.479 -21.490
H -19.991 5.944 -22.652
H -20.258 7.102 -21.383
H -20.673 7.711 -24.368
H -20.850 8.989 -23.181
H -19.695 9.150 -24.583
C -19.281 9.883 -18.371
O -19.577 9.319 -19.442
N -18.622 9.313 -17.348
C -18.838 9.673 -15.955
C -17.895 8.070 -17.557
H -19.715 10.861 -18.112
H -17.902 10.100 -15.595
H -19.219 8.897 -15.290
H -19.622 10.428 -15.897
H -16.849 8.290 -17.344
H -18.196 7.378 -16.771
H -18.019 7.718 -18.581
C -16.290 0.655 -18.084
O -15.350 -0.135 -17.899
N -17.201 0.943 -17.134
C -18.304 1.944 -17.351
C -17.079 0.443 -15.770
H -16.457 1.140 -19.059
H -18.470 2.308 -18.365
H -18.250 2.801 -16.680
H -19.212 1.377 -17.146
H -17.150 1.203 -14.991
H -17.902 -0.230 -15.530
H -16.136 -0.084 -15.625
C -13.182 7.592 -14.500
C -12.839 8.388 -13.408
C -13.361 9.649 -13.282
C -14.344 10.050 -14.166
C -14.757 9.216 -15.240
C -14.131 7.988 -15.435
N -14.817 11.444 -14.091
O -14.373 12.168 -13.191
O -15.413 11.883 -15.084
H -12.620 6.690 -14.692
H -12.094 8.050 -12.702
H -13.242 10.261 -12.401
H -15.386 9.609 -16.025
H -14.116 7.460 -16.377
```

multiplicity = 6
highest occupied orbital energy (alpha / beta) = -0.4687 / -0.4686 Eh
net charge = +2
LUMO (alpha / beta) = -7.00 / -10.03 eV
HOMO-LUMO gap (alpha / beta) = 5.75 / 2.72 eV


[2]
This record from the OMol25 dataset describes a molecular structure, C26H51IIrN2O4SSi3 at a distorted geometry. The level of theory is the ωB97M-V functional and the def2-TZVPD basis.

```
89
Properties=species:S:1:pos:R:3
Ir -1.469 -1.964 -0.374
C -4.345 -1.623 2.550
Si -2.933 -0.433 2.234
C -3.375 1.253 2.933
C -1.363 -1.037 3.022
N -2.677 -0.420 0.480
C -3.351 0.271 -0.430
C -4.361 1.242 -0.163
C -4.953 1.928 -1.181
C -4.578 1.682 -2.520
C -3.639 0.738 -2.827
C -3.013 -0.017 -1.802
N -2.120 -1.002 -2.024
Si -1.509 -1.375 -3.669
C -2.944 -2.045 -4.672
C -0.761 0.166 -4.417
C -0.187 -2.680 -3.657
H -4.674 -1.566 3.590
H -4.042 -2.655 2.357
H -5.204 -1.396 1.914
H -3.013 1.310 3.961
H -4.453 1.418 2.962
H -2.916 2.070 2.375
H -1.531 -1.212 4.089
H -0.572 -0.295 2.909
H -1.003 -1.976 2.599
H -4.650 1.434 0.858
H -5.715 2.666 -0.965
H -5.046 2.245 -3.317
H -3.385 0.565 -3.860
H -3.747 -1.329 -4.845
H -3.377 -2.915 -4.172
H -2.575 -2.377 -5.646
H -1.476 0.930 -4.715
H -0.183 -0.113 -5.301
H -0.073 0.610 -3.696
H -0.574 -3.667 -3.409
H 0.633 -2.430 -2.984
H 0.212 -2.737 -4.675
O -3.925 -3.733 -0.584
C -3.009 -3.077 -0.468
I -0.634 -4.679 1.141
C -0.348 -3.679 -0.774
H 0.722 -3.536 -0.885
H -0.713 -4.410 -1.486
C 2.835 -1.365 3.229
C 3.509 -1.501 1.869
C 5.024 -1.457 2.020
C 3.078 -2.786 1.181
O 3.173 -0.395 1.035
Si 1.830 0.431 0.611
S 0.533 -0.678 -0.647
O 1.156 1.058 1.959
C 1.121 2.406 2.463
C 0.323 3.277 1.500
C 0.425 2.312 3.808
C 2.534 2.945 2.670
O 2.400 1.683 -0.266
C 3.008 1.837 -1.553
C 3.742 0.566 -1.962
C 3.989 2.994 -1.412
C 1.912 2.180 -2.552
H 3.155 -2.174 3.888
H 1.749 -1.406 3.132
H 3.100 -0.411 3.689
H 5.376 -2.295 2.624
H 5.326 -0.525 2.500
H 5.497 -1.510 1.038
H 3.345 -3.658 1.779
H 3.554 -2.866 0.201
H 1.999 -2.780 1.039
H -0.659 2.832 1.324
H 0.838 3.363 0.544
H 0.185 4.275 1.920
H -0.577 1.918 3.684
H 0.355 3.298 4.271
H 0.980 1.651 4.474
H 3.080 2.968 1.731
H 3.074 2.312 3.377
H 2.492 3.958 3.076
H 4.474 0.293 -1.202
H 4.260 0.723 -2.911
H 3.042 -0.263 -2.082
H 4.763 2.744 -0.685
H 3.466 3.888 -1.069
H 4.465 3.214 -2.369
H 1.181 1.374 -2.580
H 2.330 2.321 -3.550
H 1.404 3.098 -2.252
```

multiplicity = 2
relative energy (zero: lowest compared OMol25 entry of this formula, charge and spin) = 0.000 eV
highest occupied orbital energy (alpha / beta) = -0.2678 / -0.2938 Eh
net charge = 0
LUMO (alpha / beta) = -0.79 / -1.41 eV
HOMO-LUMO gap (alpha / beta) = 6.49 / 6.59 eV


[3]
This record from the OMol25 dataset describes a molecular structure, C26H51MnN4O5SSbSi3. The level of theory is the ωB97M-V functional and the def2-TZVPD basis.

```
92
Properties=species:S:1:pos:R:3
Mn -1.466 0.952 -0.726
N -0.758 0.931 1.293
C -1.441 1.337 2.536
C -2.425 2.467 2.249
C -3.706 1.955 1.558
C -4.075 2.698 0.280
N -2.969 2.596 -0.690
H -0.232 0.073 1.439
H -0.060 1.636 1.047
H -0.710 1.639 3.291
H -1.976 0.470 2.933
H -1.905 3.192 1.617
H -2.670 2.990 3.173
H -4.547 1.980 2.253
H -3.561 0.906 1.285
H -4.311 3.746 0.488
H -4.965 2.250 -0.163
H -2.274 3.319 -0.517
H -3.307 2.765 -1.632
O -0.794 2.365 -4.294
C -0.713 2.016 -3.140
O -1.194 0.893 -2.660
C -0.007 2.895 -2.059
O 0.655 3.863 -2.378
O -0.212 2.489 -0.846
C -0.309 -2.490 -1.187
O -0.204 -1.079 -1.168
H -0.023 -2.855 -0.200
H 0.370 -2.925 -1.924
H -1.328 -2.825 -1.408
H -0.224 -0.719 -2.071
S -6.054 -3.767 -1.581
C -4.866 -2.515 -1.212
C -4.554 -1.621 -2.230
C -3.586 -0.661 -2.010
N -2.935 -0.552 -0.843
C -3.228 -1.422 0.127
C -4.178 -2.415 -0.007
C -6.665 -4.228 0.020
C -6.516 -5.532 0.462
C -7.058 -5.876 1.695
N -7.698 -5.021 2.483
C -7.834 -3.771 2.044
C -7.351 -3.326 0.826
H -5.058 -1.661 -3.187
H -3.289 0.035 -2.783
H -2.664 -1.322 1.047
H -4.362 -3.096 0.811
H -5.986 -6.264 -0.131
H -6.959 -6.890 2.065
H -8.367 -3.091 2.699
H -7.506 -2.304 0.510
C 3.465 -1.667 -2.784
Si 4.071 -1.362 -1.032
C 3.556 -2.820 0.047
C 5.946 -1.295 -1.069
Sb 2.821 0.678 -0.180
Si 4.113 2.623 -1.224
C 3.408 4.205 -0.524
C 3.829 2.539 -3.071
C 5.960 2.571 -0.863
Si 3.766 0.736 2.177
C 2.604 -0.309 3.236
C 5.508 0.071 2.410
C 3.704 2.493 2.835
H 3.764 -2.661 -3.127
H 3.875 -0.935 -3.482
H 2.377 -1.598 -2.843
H 4.256 -3.650 -0.076
H 2.561 -3.174 -0.231
H 3.529 -2.560 1.106
H 6.333 -2.246 -1.445
H 6.373 -1.119 -0.082
H 6.307 -0.508 -1.732
H 2.326 4.237 -0.653
H 3.827 5.052 -1.075
H 3.651 4.331 0.531
H 2.798 2.799 -3.314
H 4.038 1.547 -3.475
H 4.483 3.256 -3.575
H 6.166 2.492 0.206
H 6.418 3.496 -1.223
H 6.456 1.738 -1.361
H 2.449 -1.304 2.817
H 1.625 0.170 3.320
H 3.004 -0.424 4.247
H 5.550 -1.001 2.203
H 5.831 0.225 3.442
H 6.224 0.567 1.753
H 2.753 2.978 2.606
H 4.495 3.108 2.402
H 3.836 2.493 3.920
```

multiplicity = 2
relative energy (zero: lowest compared OMol25 entry of this formula, charge and spin) = 0.531 eV
highest occupied orbital energy (alpha / beta) = -0.2722 / -0.2719 Eh
net charge = 0
LUMO (alpha / beta) = -0.29 / -0.31 eV
HOMO-LUMO gap (alpha / beta) = 7.12 / 7.09 eV


Which formula does entry 2 have?
C26H51IIrN2O4SSi3